1.
The following is a DFT calculation (the ωB97M-V functional and the def2-TZVPD basis) of C3H6N2O2 in the gas phase in a non-equilibrium geometry.

```
! RIJCOSX wB97M-V def2-TZVPD def2/J DEFGRID3
* xyz 0 1
C 0.06 0.87 -0.56
C -0.10 2.35 0.23
C 0.32 -1.49 -0.56
N -0.44 2.25 1.53
N -0.09 -0.28 0.07
O -0.54 -0.47 1.23
O 0.27 3.23 -0.54
H 0.49 0.78 -1.48
H 0.06 -1.58 -1.57
H -0.27 -2.18 0.05
H 1.37 -1.59 -0.41
H -0.74 1.30 1.72
H -0.67 3.10 1.99
*
```

DFT total energy, Ha: -377.8171

---

2.
The following is a DFT calculation (the ωB97M-V functional and the def2-TZVPD basis) of a molecular structure, C3H6N2O2 in a non-equilibrium geometry.

```
! RIJCOSX wB97M-V def2-TZVPD def2/J DEFGRID3
* xyz 0 1
C -0.12 0.79 -1.72
C 0.51 0.10 1.89
C -0.83 0.19 0.46
N 1.16 -0.99 1.67
N -0.19 -0.14 -0.74
O 0.40 1.01 2.63
O 0.23 -1.34 -0.81
H 0.39 0.53 -2.63
H -0.33 1.76 -1.34
H -1.35 1.14 0.40
H -1.27 -0.68 0.77
H 0.86 -1.64 0.85
H 1.81 -1.35 2.38
*
```

DFT total energy, Ha: -377.7793

---

3.
The following is a DFT calculation (the ωB97M-V functional and the def2-TZVPD basis) of C3H6N2O2 in the gas phase.

```
! RIJCOSX wB97M-V def2-TZVPD def2/J DEFGRID3
* xyz 0 1
H 2.00 0.23 -1.98
N 1.32 -0.01 -1.26
C 1.66 0.50 -0.15
O 0.97 0.35 0.98
C -0.08 -0.62 1.05
C -1.46 -0.16 0.55
N -1.48 0.39 -0.69
O -2.44 -0.32 1.25
H 2.54 1.12 0.02
H 0.22 -1.53 0.52
H -0.19 -0.81 2.11
H -2.39 0.56 -1.10
H -0.67 0.29 -1.30
*
```

DFT total energy, Ha: -377.9136

---

4.
The following is a DFT calculation (the ωB97M-V functional and the def2-TZVPD basis) of C3H6N2O2 in the gas phase.

```
! RIJCOSX wB97M-V def2-TZVPD def2/J DEFGRID3
* xyz 0 1
H -0.75 -2.58 -0.60
N -0.49 -1.60 -0.52
C -1.50 -0.91 -0.21
O -1.50 0.40 0.02
C -0.33 1.20 -0.18
C 0.92 0.87 0.67
N 1.80 0.01 0.09
O 1.12 1.47 1.71
H -2.52 -1.29 -0.09
H -0.08 1.22 -1.25
H -0.64 2.19 0.15
H 2.57 -0.27 0.69
H 1.38 -0.73 -0.47
*
```

DFT total energy, Ha: -377.9074

---

Energy relative to the best compared isomer or geometry (same formula, charge and spin) (computed, kcal/mol): 89.3; 113.0; 28.7; 32.6